ORCA calculation (the ωB97M-V functional and the def2-TZVPD basis) on an isolated molecule of C5H10Si at a distorted geometry.

The geometry in ORCA input format:
```
! wB97M-V def2-TZVPD RIJCOSX def2/J DEFGRID3
* xyz 0 1
C 1.50557 0.92588 -0.29695
C 0.37023 1.38621 -0.79794
C 1.62360 -0.32410 0.51541
C 0.35795 -1.39476 -0.25810
C -2.18346 0.17785 0.65828
Si -0.84678 -0.00390 -0.70349
H 2.30762 1.60814 -0.24403
H 0.41722 2.29727 -1.27522
H 2.60139 -0.73663 0.43151
H 1.21275 -0.05425 1.55646
H 0.92870 -1.59463 -1.16233
H 0.05586 -2.18403 0.37528
H -3.25773 0.33442 0.65716
H -1.94883 -0.77137 1.10456
H -1.80659 0.89798 1.37614
H -1.33751 -0.56408 -1.93674
*
```

Calculated values
SMILES   C[Si@H]1C=CCC1

=====

ORCA calculation (the ωB97M-V functional and the def2-TZVPD basis) on an isolated molecule of C6H13N at a distorted geometry.

The geometry in ORCA input format:
```
! wB97M-V def2-TZVPD RIJCOSX def2/J DEFGRID3
* xyz 0 1
C 0.34905 -1.32898 0.02569
N 0.10383 0.19237 -0.05053
C 1.04795 1.28958 -0.06655
C 1.93479 1.48193 -1.42378
C -1.12874 0.57847 0.61708
C -1.96467 -0.72717 0.61878
C -0.93119 -1.92154 0.63613
H 1.36179 -1.55061 0.59365
H 0.57657 -1.62477 -1.11224
H 0.50970 2.24022 0.00830
H 1.82836 1.19760 0.78184
H 2.90543 2.04015 -1.22649
H 2.15822 0.44154 -2.09109
H 1.45340 2.23721 -2.07490
H -0.91029 0.83097 1.67015
H -1.61742 1.26851 0.00292
H -2.61077 -0.75546 1.54080
H -2.72265 -0.88305 -0.14067
H -0.76480 -2.24913 1.66467
H -1.57856 -2.75782 0.02622
*
```

Calculated values
SMILES   CCN1CCCC1

=====

ORCA calculation (the ωB97M-V functional and the def2-TZVPD basis) on C10H25F3O8V as an isolated structure at a distorted geometry.

The geometry in ORCA input format:
```
! wB97M-V def2-TZVPD RIJCOSX def2/J DEFGRID3
* xyz -1 1
O 0.79769 -0.36160 -1.54296
V 0.34307 -0.77292 -0.06943
O 0.07402 -2.32673 -0.20623
C -2.82147 2.08299 0.19355
O -2.94232 0.72930 -0.35011
O -1.45184 2.03980 0.56266
C -3.27650 3.18299 -0.87248
F -3.17604 2.74040 -2.15113
F -4.62791 3.32222 -0.67320
F -2.76057 4.44816 -0.72128
C -4.26554 0.35739 -0.74660
C -4.24615 -1.17055 -0.80641
H -3.95275 -1.58466 -1.77106
H -3.63189 -1.51053 0.02737
H -5.26794 -1.45262 -0.55246
H -4.46730 0.72624 -1.75226
H -5.09569 0.70979 -0.13441
H -3.35049 2.19385 1.14010
C 4.03747 -2.81720 2.84035
C 4.28578 -1.32550 2.57915
C 5.40399 -1.15473 1.46097
O 3.18117 -0.52993 2.17499
H 3.47168 -2.72283 3.76721
H 4.91422 -3.39968 3.12340
H 3.43079 -3.37955 2.13055
H 4.65568 -0.89488 3.50965
H 5.12595 -1.32874 0.42150
H 6.19444 -1.87343 1.67722
H 5.86822 -0.17876 1.60263
C 4.06806 4.00207 -0.84474
O 3.83922 4.25330 0.54971
H 5.14495 4.04370 -1.00806
H 3.60761 3.03351 -1.03962
H 3.55214 4.66974 -1.53478
H 4.39909 5.00574 0.75457
C -1.46723 -2.77517 3.75418
O -1.37060 -1.40787 3.36861
H -0.53571 -3.14311 4.18429
H -2.33874 -2.91335 4.39408
H -1.57539 -3.45951 2.91272
H -1.17545 -0.98663 4.20890
C -2.37675 -0.49762 -5.61150
O -1.84379 -1.54106 -6.41689
H -3.46296 -0.55247 -5.53923
H -2.05115 -0.59318 -4.57566
H -1.95464 0.46666 -5.89451
H -0.90842 -1.35304 -6.52337
*
```

=====

ORCA calculation (the ωB97M-V functional and the def2-TZVPD basis) on a 2-piece molecular cluster, C6H15NO overall at a distorted geometry.

The geometry in ORCA input format:
```
! wB97M-V def2-TZVPD RIJCOSX def2/J DEFGRID3
* xyz 0 1
C 1.29307 -2.47679 -0.38330
C 2.22445 -1.65283 0.56828
C -0.18253 -2.38763 -0.02893
H 1.47168 -2.02889 -1.32404
H 1.60958 -3.51763 -0.36481
H 2.99491 -1.16203 -0.01930
H -0.76441 -3.22584 -0.41194
H -0.40024 -2.34489 1.04124
H 2.70192 -2.32436 1.27463
H 1.62582 -0.95503 1.15421
H -0.63183 -1.53281 -0.53046
C -1.58434 2.25642 -0.46375
C -1.71887 0.75444 -0.71099
C -0.18523 2.64013 -0.07562
O 0.72620 2.72411 -0.86664
N 0.00043 2.77884 1.28164
H -1.84955 2.77307 -1.39112
H -2.33825 2.58262 0.25761
H -2.58546 0.37866 -1.26191
H 0.93162 3.01353 1.58135
H -0.79077 3.03965 1.84293
H -1.68338 0.14344 0.18548
H -0.86482 0.52384 -1.35456
*
```

Calculated values
SMILES   CCC(N)=O.CCC

=====

| no. | E_LUMO (eV) |
| --- | --- |
| 1 | 1.0 |
| 2 | 1.1 |
| 3 | 0.4 |
| 4 | 0.9 |